(1)
The following is a DFT calculation (ωB97M-V with the def2-TZVPD basis set) of C11H10BrNOV as an isolated structure in a non-equilibrium geometry.

```
25
Properties=species:S:1:pos:R:3:mulliken_spin:R:1
C -1.440 -1.077 -1.304 0.030
C -2.076 -2.211 -0.670 0.007
C -2.937 -1.745 0.393 0.070
H -1.990 -3.279 -0.933 0.015
C -2.764 -0.275 0.382 0.042
C -1.884 0.118 -0.687 -0.001
H -1.593 1.178 -1.004 -0.007
H -0.739 -1.021 -2.152 0.008
H -3.732 -2.309 0.974 0.010
H -3.279 0.408 1.062 -0.003
V -0.989 -1.343 0.756 2.722
Br 1.053 -2.888 0.938 0.022
C 2.904 1.755 0.264 -0.001
C 1.849 2.416 -0.521 0.002
C 1.616 1.643 -1.680 0.006
H 1.193 3.191 -0.144 -0.001
C 2.475 0.460 -1.603 -0.001
C 3.286 0.566 -0.417 -0.002
H 3.857 -0.259 -0.011 0.001
H 3.103 1.976 1.310 0.000
H 0.919 1.849 -2.511 -0.001
H 2.431 -0.407 -2.298 0.000
O -0.201 0.858 4.364 0.025
C -0.457 0.462 3.276 0.079
N -0.604 -0.066 2.216 -0.021
```

Its multiplicity is 4. The expectation value of S² is 3.76. As for the frontier orbital gap (alpha / beta): 4.958 / 4.906 eV. The highest occupied orbital energy (alpha / beta) comes out at 0.26 / 0.26 eV. Its relative energy (zero: lowest compared OMol25 entry of this formula, charge and spin) is 3.3 kcal/mol. The energy is -4073.17164 Ha. As for the net charge: -2.

(2)
The following is a DFT calculation (ωB97M-V with the def2-TZVPD basis set) of a 2-piece molecular cluster, C7H13BBrO7P overall in a non-equilibrium geometry.

```
30
Properties=species:S:1:pos:R:3:nbo_charge:R:1
C 4.013 1.182 2.697 -0.738
C 2.732 1.358 1.768 0.787
O 2.934 1.399 0.525 -0.546
O 1.388 1.482 2.214 -0.563
C 0.897 0.205 2.776 -0.408
P -0.709 -0.393 1.982 0.759
Br -0.070 -1.243 -0.052 -0.255
C -1.908 1.026 1.637 -1.139
B -3.184 1.026 2.645 1.179
O -3.584 2.293 3.268 -0.931
O -3.996 -0.116 2.957 -0.899
H 4.457 2.185 3.024 0.255
H 3.734 0.604 3.638 0.225
H 4.819 0.665 2.064 0.258
H 0.843 0.339 3.909 0.230
H 1.680 -0.624 2.584 0.228
H -2.303 0.895 0.559 0.297
H -1.440 2.074 1.706 0.275
H -3.982 2.795 2.512 0.490
H -4.926 0.220 2.918 0.499
C 0.742 -1.325 -4.455 -0.101
C -0.250 -2.084 -3.627 -0.105
O -1.435 -2.020 -4.409 -0.485
C -1.054 -1.814 -5.699 0.962
O -1.792 -1.876 -6.639 -0.570
O 0.274 -1.529 -5.782 -0.485
H 1.759 -1.703 -4.339 0.204
H 0.735 -0.253 -4.238 0.187
H 0.031 -3.134 -3.496 0.182
H -0.406 -1.634 -2.646 0.209
```

Its multiplicity is 1. As for the frontier orbital gap: 8.897 eV. The highest occupied orbital energy comes out at -9.07 eV. The energy is -3741.48505 Ha. The SMILES is CC(=O)OCP(Br)CB(O)O.O=C1OCCO1. As for the net charge: 0.

(3)
The following is a DFT calculation (ωB97M-V with the def2-TZVPD basis set) of the molecule C6H10N2O in a non-equilibrium geometry.

```
19
Properties=species:S:1:pos:R:3:nbo_charge:R:1
C -2.909 -0.404 -0.554 0.827
C 0.577 0.516 -1.354 -0.464
C -0.332 1.683 -1.121 -0.201
C 0.786 -1.154 0.560 -0.163
C 1.007 -0.050 -0.060 -0.216
C 1.393 -1.464 1.922 -0.636
N -1.322 1.299 -0.191 -0.428
N -1.900 0.162 -0.420 -0.390
O -3.718 -1.230 -0.638 -0.536
H -0.100 -0.213 -1.781 0.214
H 1.363 0.787 -2.023 0.223
H 0.266 2.570 -0.677 0.196
H -0.690 1.966 -2.100 0.199
H 0.039 -1.895 0.204 0.199
H 1.680 0.587 0.533 0.176
H 0.794 -0.952 2.782 0.207
H 2.291 -0.978 1.948 0.207
H 1.557 -2.468 2.254 0.223
H -0.785 1.237 0.715 0.363
```

Its multiplicity is 1. As for the frontier orbital gap: 9.544 eV. The highest occupied orbital energy comes out at -8.72 eV. Its relative energy (zero: lowest compared OMol25 entry of this formula, charge and spin) is 77.2 kcal/mol. The energy is -419.26355 Ha. The SMILES is C/C=C/CCNN=C=O. As for the net charge: 0.

(4)
The following is a DFT calculation (ωB97M-V with the def2-TZVPD basis set) of the molecule C4H8N2O in a non-equilibrium geometry.

```
15
Properties=species:S:1:pos:R:3:nbo_charge:R:1
N -2.126 -0.652 -0.025 -0.810
C -0.826 -0.122 0.380 -0.152
C 0.260 -0.633 -0.579 -0.411
C 1.559 0.154 -0.483 -0.067
O 1.930 0.241 0.883 -0.732
C -0.882 1.356 0.357 0.285
N -0.897 2.513 0.358 -0.333
H -2.073 -1.666 -0.072 0.362
H -2.833 -0.425 0.668 0.367
H -0.524 -0.393 1.403 0.224
H -0.131 -0.587 -1.602 0.227
H 0.447 -1.686 -0.336 0.211
H 1.414 1.153 -0.916 0.179
H 2.341 -0.353 -1.067 0.172
H 2.343 1.100 1.032 0.481
```

Its multiplicity is 1. As for the frontier orbital gap: 10.926 eV. The highest occupied orbital energy comes out at -10.12 eV. Its relative energy (zero: lowest compared OMol25 entry of this formula, charge and spin) is 36.5 kcal/mol. The energy is -341.94553 Ha. The SMILES is N#C[C@@H](N)CCO. As for the net charge: 0.

(5)
The following is a DFT calculation (ωB97M-V with the def2-TZVPD basis set) of a 4-piece molecular cluster, C25H35BN5O3 overall in a non-equilibrium geometry.

```
69
Properties=species:S:1:pos:R:3:nbo_charge:R:1
C -0.888 4.590 3.213 -0.645
C -1.459 5.443 1.913 -0.833
B -1.955 4.465 0.660 1.057
O -2.317 5.163 -0.607 -0.937
C -2.049 2.796 0.791 -0.024
C -3.486 1.962 0.621 -0.190
C -3.460 0.303 0.804 -0.031
C -4.845 -0.581 0.653 0.725
O -5.594 -0.581 -0.480 -0.491
O -5.287 -1.358 1.827 -0.652
C -1.970 -0.349 1.151 -0.238
C -0.616 0.597 1.268 0.291
C 0.867 -0.089 1.588 -0.160
C 0.874 -1.472 2.506 -0.144
C 2.437 -2.034 2.709 -0.203
C 3.601 -1.147 1.995 0.048
N 3.535 0.120 1.212 -0.409
C 2.170 0.678 0.991 0.026
N -0.725 2.098 1.098 -0.534
H 0.236 4.302 2.938 0.236
H -1.456 3.584 3.410 0.193
H -0.899 5.211 4.215 0.241
H -0.538 6.085 1.521 0.290
H -2.325 6.161 2.294 0.269
H -3.208 5.634 -0.502 0.522
H -4.451 2.580 0.378 0.288
H -4.718 -1.150 2.627 0.501
H -1.951 -1.525 1.309 0.279
H -0.076 -2.005 2.932 0.259
H 2.650 -3.031 3.326 0.283
H 4.702 -1.594 2.127 0.245
H 2.074 1.677 0.344 0.235
H 0.175 2.651 1.218 0.473
C 5.996 -4.822 -1.228 -0.615
C 4.970 -4.510 -2.312 -0.387
C 3.994 -3.403 -1.907 -0.506
C 3.221 -3.829 -0.669 0.314
N 2.579 -4.182 0.357 -0.381
H 5.520 -5.196 -0.316 0.215
H 6.689 -5.597 -1.572 0.227
H 6.581 -3.931 -0.972 0.203
H 4.416 -5.426 -2.551 0.216
H 5.497 -4.206 -3.224 0.217
H 3.289 -3.207 -2.722 0.255
H 4.533 -2.474 -1.693 0.246
C -5.924 -4.215 -1.804 -0.615
C -4.728 -4.406 -0.876 -0.381
C -3.486 -4.922 -1.604 -0.501
C -3.783 -6.273 -2.233 0.273
N -4.030 -7.394 -2.755 -0.320
H -6.241 -5.161 -2.254 0.224
H -6.779 -3.819 -1.246 0.223
H -5.686 -3.512 -2.610 0.205
H -5.008 -5.104 -0.077 0.214
H -4.493 -3.448 -0.399 0.193
H -2.654 -5.028 -0.899 0.243
H -3.179 -4.219 -2.387 0.242
C 3.465 3.967 -1.408 -0.614
C 2.259 4.733 -1.943 -0.384
C 1.937 5.983 -1.122 -0.511
C 1.616 5.588 0.311 0.361
N 1.350 5.261 1.499 -0.433
H 3.290 3.594 -0.394 0.199
H 3.676 3.100 -2.041 0.226
H 4.358 4.603 -1.392 0.220
H 1.391 4.063 -1.956 0.200
H 2.456 5.027 -2.979 0.229
H 1.075 6.504 -1.553 0.266
H 2.786 6.675 -1.123 0.263
```

Its multiplicity is 1. As for the frontier orbital gap: 6.700 eV. The highest occupied orbital energy comes out at -12.01 eV. The energy is -1497.09239 Ha. As for the net charge: +1.

(6)
The following is a DFT calculation (ωB97M-V with the def2-TZVPD basis set) of CH7ISi2 as an isolated structure in a non-equilibrium geometry.

```
11
Properties=species:S:1:pos:R:3:nbo_charge:R:1
C -0.894 0.046 0.476 -1.239
Si -0.155 -1.528 -0.162 0.848
Si 0.254 1.704 -0.101 0.909
I -2.981 0.015 -0.020 0.152
H -0.897 0.183 1.596 0.267
H 1.085 -2.001 0.247 -0.172
H 0.202 -1.677 -1.663 -0.146
H -0.805 -2.849 -0.046 -0.150
H 1.426 1.864 0.598 -0.172
H 0.812 1.563 -1.408 -0.156
H -0.897 2.581 0.169 -0.140
```

Its multiplicity is 1. As for the frontier orbital gap: 9.395 eV. The highest occupied orbital energy comes out at -9.44 eV. Its relative energy (zero: lowest compared OMol25 entry of this formula, charge and spin) is 48.0 kcal/mol. The energy is -918.88152 Ha. As for the net charge: 0.

(7)
The following is a DFT calculation (ωB97M-V with the def2-TZVPD basis set) of a 2-piece molecular cluster, C2HBrF3NO overall in a non-equilibrium geometry.

```
9
Properties=species:S:1:pos:R:3:nbo_charge:R:1
C 0.389 0.400 0.997 0.745
C 0.705 3.482 0.319 0.943
N 0.230 3.244 -0.780 -0.531
O 1.150 1.230 0.603 -0.542
F -0.073 -0.480 0.101 -0.327
F 0.132 3.470 1.518 -0.313
F 1.894 3.970 0.494 -0.276
Br -1.662 2.829 -0.737 0.176
H -0.057 0.322 1.893 0.125
```

Its multiplicity is 1. As for the frontier orbital gap: 10.273 eV. The highest occupied orbital energy comes out at -10.59 eV. Its relative energy (zero: lowest compared OMol25 entry of this formula, charge and spin) is 31.4 kcal/mol. The energy is -3080.35809 Ha. The SMILES is FC(F)=NBr.O=CF. As for the net charge: 0.

(8)
The following is a DFT calculation (ωB97M-V with the def2-TZVPD basis set) of an isolated ion of composition C2H3INO2 and charge -1 in a non-equilibrium geometry.

```
9
Properties=species:S:1:pos:R:3:nbo_charge:R:1
C 0.490 -0.660 0.139 0.886
C -1.272 -1.165 -1.360 -0.342
N 0.870 0.180 1.137 -0.860
O 1.270 -1.558 -0.074 -0.685
O -0.709 -0.316 -0.307 -0.595
I -3.392 -0.359 -1.210 -0.262
H -0.882 -0.598 -2.270 0.094
H 0.336 0.937 1.272 0.377
H 1.612 -0.166 1.652 0.386
```

Its multiplicity is 1. As for the frontier orbital gap: 6.220 eV. The highest occupied orbital energy comes out at -2.84 eV. Its relative energy (zero: lowest compared OMol25 entry of this formula, charge and spin) is 58.0 kcal/mol. The energy is -580.92893 Ha. As for the net charge: -1.

(9)
The following is a DFT calculation (ωB97M-V with the def2-TZVPD basis set) of a 2-piece molecular cluster, C5H7NO overall.

```
14
Properties=species:S:1:pos:R:3:nbo_charge:R:1
O 1.114 2.334 -2.225 -0.523
C 0.678 2.134 -1.124 0.295
N 1.197 -0.222 -0.604 -0.600
C -0.017 -0.477 -0.859 0.150
C -1.068 -1.017 0.089 -0.567
C -0.586 -1.149 1.462 -0.027
C -0.138 -1.258 2.574 -0.217
H 1.267 2.221 -0.191 0.116
H 1.406 -0.370 0.387 0.347
H -0.372 -0.294 -1.880 0.183
H -0.386 1.859 -0.940 0.088
H -1.968 -0.389 0.049 0.253
H -1.364 -1.997 -0.304 0.259
H 0.238 -1.376 3.567 0.243
```

Its multiplicity is 1. As for the frontier orbital gap: 10.479 eV. The highest occupied orbital energy comes out at -9.73 eV. Its relative energy (zero: lowest compared OMol25 entry of this formula, charge and spin) is 85.4 kcal/mol. The energy is -324.58841 Ha. The SMILES is [H]/N=C\CC#C.C=O. As for the net charge: 0.